[1]
Below is C26H30N2O5 in the gas phase, with properties calculated with ωB97M-V with the def2-TZVPD basis set.

Calculated total energy, hartree: -1494.54350
Total charge: 0
Gap between HOMO and LUMO, eV: 9.3
Energy above the lowest of the compared OMol25 structures with the same formula, charge and spin, kcal per mole: 0.0
F_max, eV/Å: 0.84
HOMO energy, eV: -8.522
SMILES: COC(=O)CCCCCN1C(=O)N[C@@H](c2ccccc2)C(C(=O)OCc2ccccc2)=C1C

```
63
Properties=species:S:1:pos:R:3:forces:R:3
C -1.44372 0.28964 -2.01487 -0.274 0.149 0.030
C 0.94187 3.09050 4.44692 -0.061 0.036 0.001
H 0.52210 -1.47176 -1.94820 0.026 -0.062 0.111
H 0.09112 -0.23238 6.19624 -0.015 -0.076 0.042
H -3.40840 -3.01287 -5.26867 0.040 -0.024 0.021
C 0.85403 3.12277 -1.34513 -0.011 0.131 0.081
H 2.19144 -2.34289 -4.34163 -0.020 0.038 -0.050
C -2.96960 -2.91612 -4.27913 -0.386 0.151 0.243
C 1.43383 -1.42999 -2.54531 0.085 0.153 -0.258
C 1.81750 0.03205 -2.78103 -0.209 -0.070 0.035
O -1.37828 -3.37562 -2.19708 -0.141 0.015 0.162
H -2.24530 0.73696 1.15576 0.142 -0.011 -0.242
C 1.91051 2.42416 5.17801 0.110 0.019 0.021
C -0.67838 1.84516 0.18702 -0.201 -0.301 -0.223
H 1.97257 -0.94681 3.17662 0.065 0.023 0.065
H -1.63191 0.95180 4.89349 -0.120 -0.059 -0.005
H 1.18252 4.01074 3.93592 0.001 0.084 -0.066
H 0.49587 0.78154 2.29695 0.052 0.090 0.083
H 0.66580 -4.18076 -4.50346 0.008 -0.052 0.048
C 0.33048 0.70213 5.71057 -0.072 -0.104 0.039
C 1.22699 -2.19957 -3.84893 0.008 -0.042 0.246
C 0.60825 0.90211 -3.14446 0.429 -0.176 -0.331
N -0.27064 1.04902 -2.00037 -0.192 -0.135 0.035
O -1.87204 -0.20464 -3.03952 -0.010 -0.322 -0.332
H 0.01806 0.42180 -3.92747 0.091 0.186 0.073
C -0.61040 -1.83008 0.46862 -0.118 0.093 0.056
H 1.87213 2.77692 -1.51215 0.107 -0.032 -0.079
C -0.34086 2.56884 4.35037 -0.122 0.075 -0.117
C 1.17249 -2.49946 1.93217 0.042 -0.092 0.009
H 0.50496 3.62313 -2.24747 0.013 -0.024 -0.108
C 0.57794 -3.56897 -3.60552 -0.123 0.148 -0.115
N -2.09150 0.22180 -0.83620 -0.323 -0.040 0.284
H -2.91962 -0.35273 -0.82214 0.083 0.046 -0.170
C 0.41252 -0.22421 1.91588 -0.005 0.004 -0.002
C -0.52919 -0.52715 0.93910 -0.053 -0.121 -0.009
H 0.58649 -1.63161 -4.52534 0.032 0.033 -0.107
C -0.63892 1.36776 4.98286 0.022 0.097 0.017
H 0.16350 -3.81066 0.56785 0.002 -0.112 -0.051
H 2.55207 0.09393 -3.58641 0.101 0.051 -0.011
H -2.36950 3.19128 3.93769 0.119 0.011 -0.081
C -0.04261 1.97721 -1.00616 -0.134 0.403 0.728
C 1.25281 -1.20314 2.41285 0.065 0.055 0.072
C -0.89209 -3.38423 -3.29934 0.416 -0.285 0.071
H 1.83292 -3.26322 2.31615 0.056 -0.064 0.026
H 1.05997 -4.07033 -2.76607 -0.075 -0.033 -0.010
C 0.24031 -2.80711 0.95815 0.010 -0.107 0.006
C -1.45662 0.56615 0.41609 0.189 0.099 0.057
C 1.60684 1.23056 5.81004 0.075 -0.030 0.025
H 0.86271 3.83079 -0.52389 0.050 -0.059 -0.103
H 0.93344 1.87648 -3.50969 -0.102 -0.047 0.037
O 0.13379 3.76331 1.36817 -0.088 -0.025 0.237
H -3.06826 -1.89413 -3.90912 -0.045 -0.144 -0.038
O -1.58778 -3.22629 -4.42218 0.175 0.007 -0.361
H -1.32482 -2.10401 -0.29174 -0.032 0.002 -0.085
C -0.60766 2.80670 1.28331 0.257 0.438 -0.158
C -1.37782 3.23288 3.48203 0.193 0.301 0.267
H -3.44045 -3.60724 -3.57720 0.005 0.042 -0.100
O -1.49634 2.50495 2.25706 -0.184 -0.184 -0.215
H -1.10180 4.26893 3.26266 -0.121 -0.171 0.091
H 2.27622 0.42981 -1.87318 0.089 0.082 -0.027
H 2.21881 -1.91964 -1.96469 -0.059 -0.051 0.072
H 2.36500 0.70993 6.37677 0.055 -0.037 0.047
H 2.90661 2.83582 5.24845 0.080 0.030 0.011
```
Positions in Å, forces in eV/Å.

=====

[2]
Below is 9 unconnected molecules or ions with the total composition C27H54ClO24, with properties calculated with ωB97M-V with the def2-TZVPD basis set.

Calculated total energy, hartree: -3327.17634
Total charge: -1
Gap between HOMO and LUMO, eV: 4.0
F_max, eV/Å: 0.45
HOMO energy, eV: -2.269

```
106
Properties=species:S:1:pos:R:3:forces:R:3
H -13.36940 -0.26968 -3.31526 0.001 0.015 0.004
H 7.21747 3.15469 -0.18474 -0.007 0.054 0.021
H -7.31994 -0.29720 -4.48124 -0.016 -0.002 -0.011
H 1.02276 -3.12429 1.67376 0.000 -0.015 -0.001
O 8.52201 3.25506 -1.84847 0.080 -0.031 0.036
C 8.78621 4.54798 -1.86635 -0.013 -0.043 -0.035
O 0.15869 4.93010 1.16466 -0.020 0.009 -0.025
H -3.67844 -6.06875 3.16956 -0.001 0.014 0.005
C -1.67083 -1.48897 -0.89878 -0.167 -0.053 -0.042
H -1.39234 3.21420 0.08225 0.025 -0.005 0.002
H 5.62687 -3.01357 6.23930 0.004 0.004 -0.013
O -0.26911 -4.52119 2.35368 0.017 0.102 0.044
O 0.67726 -9.24727 -1.82063 -0.001 0.015 0.012
H -7.17824 -1.97340 -5.06014 0.041 -0.016 0.010
O -1.92961 4.31737 1.76399 0.083 0.022 -0.028
C -6.77435 -0.96913 -5.14026 -0.111 -0.049 0.031
O -1.60237 -6.06584 3.05019 -0.004 0.011 -0.005
H -3.08797 1.80431 -3.66891 -0.041 0.007 -0.025
C -0.12788 7.22733 2.40100 -0.022 0.025 0.038
C 10.42358 6.07973 -2.46955 0.030 -0.043 -0.014
O -5.40328 -1.06277 -4.74148 0.022 0.043 -0.036
H -2.57156 2.47862 1.20370 -0.028 0.050 0.032
H -2.62022 1.51930 -5.35990 -0.043 -0.008 -0.011
H 5.07834 -2.26164 7.76367 0.003 0.001 0.001
H -9.13420 2.62953 -3.28679 -0.024 0.007 0.005
H 1.76762 -0.42074 2.86543 0.003 0.020 0.034
H 3.43924 0.21406 2.85708 0.022 -0.014 -0.006
Cl 4.25822 2.95823 1.47635 -0.169 -0.148 0.065
C 2.81212 -0.65723 3.04440 0.031 0.024 -0.008
H 0.75343 6.80950 2.88306 0.008 -0.015 -0.014
H -2.81197 -7.54477 3.68104 -0.004 -0.002 0.003
C 0.58601 -10.67320 -1.82183 0.001 0.003 -0.040
C -12.56013 -0.77006 -2.78704 0.010 -0.037 -0.007
H 5.71861 4.05699 2.98474 -0.064 -0.073 0.020
H 1.95278 1.77592 1.60121 -0.034 0.010 -0.011
O -11.30950 -0.53076 -3.44099 -0.001 0.004 -0.001
H -0.98813 -2.25614 -1.26171 0.048 0.048 -0.022
O 0.50894 -0.09056 -1.32860 0.000 0.052 0.004
H -0.51152 8.07047 2.96741 0.000 -0.001 0.002
C -2.68306 1.07580 -4.36862 0.123 0.039 0.083
O 5.07190 -1.54661 4.14735 -0.017 -0.022 -0.019
O 8.07645 5.44628 -1.50135 -0.016 0.021 -0.029
O -5.23714 1.16265 -5.08195 0.007 -0.003 0.002
C 0.04170 -0.07061 -0.21925 -0.023 -0.082 -0.036
H -1.70070 0.75256 -4.03777 -0.013 -0.050 -0.007
H 1.45930 -11.11442 -1.34480 -0.002 0.002 0.016
H 1.78970 -6.95921 1.06263 -0.011 -0.013 0.023
H -2.82869 -6.09819 4.72849 -0.005 0.014 -0.001
O 0.72650 -9.32057 0.43468 0.001 0.021 -0.003
O 2.88549 -1.04554 4.42715 -0.055 0.018 -0.003
C 7.26079 2.88456 -1.24421 -0.153 0.014 0.109
C -1.42141 -4.74232 2.97648 -0.019 -0.043 -0.003
H 0.01537 -6.84326 1.11132 0.014 -0.010 0.000
O -2.17891 -3.90949 3.39845 0.004 0.005 -0.007
H -12.69807 -1.84633 -2.81305 -0.003 -0.001 0.002
O -1.19446 6.26694 2.37844 0.014 -0.014 -0.021
C -9.28115 2.17744 -4.26522 0.061 -0.025 -0.025
C 5.85782 3.89929 1.90422 0.437 0.060 -0.110
C 4.09069 -1.42798 4.83074 0.019 -0.057 0.039
H 4.40046 7.02356 1.06785 0.005 0.027 -0.066
C -4.75568 0.10268 -4.76898 -0.030 0.000 0.022
H -0.68426 -2.61345 1.61326 -0.033 0.010 0.048
O 10.01634 4.71572 -2.39607 0.000 0.026 0.018
O -11.60774 1.67808 -3.07799 0.003 -0.005 -0.009
H 4.93530 6.63723 2.70037 -0.026 -0.018 0.101
C 0.74275 -8.70364 -0.60007 -0.008 -0.061 0.005
H 0.96189 -5.61744 0.23022 -0.021 -0.010 -0.023
H 0.17805 -2.65354 3.16842 -0.029 -0.007 0.012
H -8.32994 2.07281 -4.77892 0.006 0.004 0.008
H -9.96773 2.78585 -4.85003 -0.016 0.004 0.015
H -6.85101 -0.61368 -6.16629 0.007 0.023 0.002
C -1.65823 3.06141 1.12720 -0.097 -0.106 0.015
H -0.31143 -11.00130 -1.30031 0.003 0.001 0.015
O -1.07545 -0.72589 0.15070 0.012 0.023 -0.074
C 5.27727 -2.09552 6.70891 -0.021 0.002 0.039
H 0.13273 7.53225 1.38958 0.005 -0.012 -0.007
H 6.43947 3.36275 -1.77450 0.010 0.028 -0.008
H 10.45393 6.52778 -1.47747 -0.015 0.009 0.003
H 11.41801 6.06429 -2.90789 0.002 0.007 0.001
H 2.53479 0.68809 0.31934 -0.021 -0.015 -0.034
C 4.62072 6.19661 1.75125 0.028 -0.023 0.067
C -0.88505 5.15019 1.71598 0.003 0.011 0.010
O -3.49890 -0.10430 -4.39195 0.025 0.015 0.002
O 0.50769 0.56447 0.83700 0.043 0.019 0.078
H -0.84653 2.54603 1.63344 0.018 0.001 -0.017
H -1.96394 -0.84486 -1.72600 0.039 -0.019 -0.034
O 4.03057 -1.68296 6.14579 0.010 0.011 -0.033
C 5.71382 5.24904 1.22390 -0.250 -0.004 0.212
H -2.55382 -1.95534 -0.46968 0.016 0.030 0.064
H 1.55949 2.12331 -0.09015 -0.027 -0.026 -0.031
H -12.52716 -0.41590 -1.75863 -0.002 0.016 -0.001
C 1.72239 1.33496 0.63946 -0.043 0.068 -0.025
C 0.90103 -6.66324 0.50888 0.011 -0.037 -0.048
H 7.20361 1.80654 -1.35709 0.011 -0.007 -0.009
H 3.69876 5.63969 1.92773 -0.056 0.012 -0.064
C -10.96409 0.75609 -3.50690 -0.015 0.024 0.017
H 5.56001 5.10102 0.15198 0.162 0.048 -0.071
C -2.81318 -6.45940 3.70197 0.017 -0.033 -0.008
H 3.12722 -1.48104 2.40460 0.050 0.012 0.004
H 9.74264 6.65429 -3.09617 -0.010 0.009 0.009
H 0.54159 -10.95944 -2.86823 0.000 -0.003 0.000
H 6.03059 -1.32022 6.58185 0.003 0.000 -0.016
O -9.79073 0.84218 -4.12699 0.050 -0.011 -0.026
C 0.07076 -3.13162 2.19695 0.078 0.009 0.009
H 6.68548 5.73678 1.35821 0.063 0.062 -0.193
O 0.82622 -7.38815 -0.73207 0.019 0.026 -0.003
```
Positions in Å, forces in eV/Å.

=====

[3]
Below is C2H6N4O2 in the gas phase at a distorted geometry, with properties calculated with ωB97M-V with the def2-TZVPD basis set.

Calculated total energy, hartree: -449.04759
Total charge: 0
Gap between HOMO and LUMO, eV: 8.8
Energy above the lowest of the compared OMol25 structures with the same formula, charge and spin, kcal per mole: 171.7
F_max, eV/Å: 6.49
HOMO energy, eV: -8.343
SMILES: N/N=C\NO/C=N\O

```
14
Properties=species:S:1:pos:R:3:forces:R:3
O 1.01980 -1.42779 -0.20012 1.073 3.685 0.606
H -1.07651 -2.20223 0.31097 -0.451 2.012 -0.831
C 2.14948 -0.65845 0.12398 1.013 -4.737 -1.476
H -3.24375 1.31718 0.02611 0.043 -0.256 0.563
H 0.11265 0.35059 -0.78678 -0.805 -2.171 2.184
O 1.27514 1.37530 -0.12956 4.364 4.562 -1.482
N 2.37984 0.56423 0.30090 -0.364 -0.789 -0.549
H -1.66810 1.11779 0.98024 -2.650 0.536 -3.667
H 1.94229 2.08250 -0.58959 -2.890 -1.852 1.591
C -1.15740 -1.07694 0.03884 -5.082 -1.305 0.888
N -2.29555 0.96938 -0.03909 3.849 -1.560 3.333
N -0.00745 -0.42867 -0.00066 0.441 0.773 -2.325
H 2.91392 -1.48603 -0.06598 0.035 1.842 1.361
N -2.34438 -0.49686 0.03073 1.425 -0.742 -0.195
```
Positions in Å, forces in eV/Å.

=====

[4]
Below is a gas-phase ion, C7H7N2O3 (charge -1) at a distorted geometry, with properties calculated with ωB97M-V with the def2-TZVPD basis set.

Calculated total energy, hartree: -606.16296
Total charge: -1
Gap between HOMO and LUMO, eV: 7.9
Energy above the lowest of the compared OMol25 structures with the same formula, charge and spin, kcal per mole: 24.7
F_max, eV/Å: 6.97
HOMO energy, eV: -4.338
SMILES: O=C([O-])[C@H]1OCCn2ccnc21

```
19
Properties=species:S:1:pos:R:3:forces:R:3
C 2.91871 0.82094 0.41037 0.241 -0.305 -0.459
C -1.74849 0.97894 0.44517 -2.475 -0.743 0.527
H 2.17992 1.89123 -1.28837 -0.110 -0.954 -0.495
C -1.72896 2.27285 0.09518 -0.525 1.099 0.499
N -0.51501 0.45136 0.29732 -1.205 2.063 -0.856
C 1.88900 0.97986 -0.74109 -3.234 3.393 2.233
O 2.49600 0.56007 1.56207 0.539 0.155 -0.399
H 0.80897 -1.88291 -1.42260 -0.267 -0.509 0.470
H 2.06030 -1.51904 -0.04890 -1.710 -0.230 -0.955
O 1.64947 -0.14814 -1.47396 -0.726 0.403 -0.598
C 0.03622 -0.79971 0.45384 4.613 -1.943 1.614
H -0.59020 -1.65134 0.54417 -1.324 -0.298 -0.141
N -0.43990 2.59739 -0.24991 -0.716 2.126 -0.702
C 1.13099 -1.17871 -0.66031 1.737 -0.123 1.326
O 4.07550 0.93202 -0.07350 -0.430 -0.149 0.951
H 0.70071 -0.80774 1.43328 -1.413 0.223 -1.769
H -2.64116 0.49407 0.75617 -0.210 -0.903 0.335
H -2.58154 2.97987 0.18796 0.962 -0.524 -0.278
C 0.19914 1.50933 -0.14220 6.253 -2.780 -1.303
```
Positions in Å, forces in eV/Å.